Record 1
A molecular structure, C22H41BrCdNSe2Si4Te3. Source: the OMol25 dataset; level of theory: ωB97M-V/def2-TZVPD.

Each line ends with the Löwdin charge.
Atoms and positions in Å:
C1 -4.37935 -1.05622 -5.00881  -0.028
H1 -5.09541 3.23586 -2.00627  0.075
Br1 -0.66117 0.21499 -3.76461  0.722
C2 -2.52333 -0.14482 -3.87805  -0.795
C3 -3.28060 3.20470 -0.01225  -0.114
H2 4.06694 -4.29710 -0.64806  0.026
H3 0.24841 2.42886 -1.34254  0.077
H4 4.15271 -0.04463 4.08976  0.011
C4 -3.03713 3.26674 -1.38018  -0.298
Te1 -4.91473 -3.53354 -0.59719  -0.061
H5 4.85450 1.40856 2.03413  0.020
Cd1 -2.11546 -0.41557 -0.49249  0.844
H6 -2.36687 -1.12910 -5.77904  0.100
C5 3.44521 0.59186 -1.63738  -0.212
H7 2.39560 2.98098 1.41051  0.010
H8 5.14863 -2.12758 2.86456  0.005
Se1 -4.25883 0.07903 0.98410  -0.375
H9 0.33615 1.80959 3.19605  0.010
C6 0.33467 -1.27587 4.34139  -0.226
H10 1.59352 2.85116 -0.15087  -0.022
C7 4.93317 1.05763 1.00120  -0.218
H11 5.43705 0.08908 1.02199  -0.002
H12 -3.92944 3.27942 -3.33946  0.071
H13 3.98458 1.40290 -2.13211  0.027
H14 -2.48055 2.82279 1.93649  0.098
H15 -0.59284 -1.15396 3.77662  0.014
C8 1.22467 1.58329 3.79184  -0.217
Te2 -4.27295 -2.32996 1.71635  -0.037
C9 2.52717 -4.13257 2.17887  -0.231
C10 3.30256 -0.54953 4.55741  -0.229
H16 3.23546 -0.20157 5.59106  0.023
H17 4.14860 -2.61381 -1.17819  0.008
H18 0.13873 -0.99610 5.37936  0.026
C11 -3.02231 -0.79287 -4.98982  -0.118
C12 2.54456 2.71176 0.36286  -0.206
H19 -4.27992 3.39023 0.36511  0.107
H20 -5.13229 0.36223 -2.04740  0.088
C13 -4.13854 3.64343 -2.33364  -0.056
C14 3.56182 -3.32936 -0.59631  -0.227
H21 1.50938 -4.28930 1.81668  -0.001
C15 5.13403 -2.61292 1.88610  -0.223
H22 -0.20145 2.34759 1.10554  0.075
C16 -2.26797 2.87711 0.87719  -0.149
H23 -7.04244 -1.07034 -4.92680  0.074
H24 -4.80783 -1.61203 -5.83406  0.118
H25 -1.54021 3.04589 -2.90133  0.090
C17 -1.75213 2.99977 -1.83991  -0.099
H26 4.01254 -0.33024 -1.78362  0.010
H27 5.57559 1.75831 0.46199  0.026
N1 -3.25691 0.26733 -2.86145  -0.027
C18 -0.73729 2.65876 -0.95586  -0.134
H28 -6.80333 -1.92535 -3.39263  0.074
H29 2.48412 0.46440 -2.14237  0.011
Si1 3.20595 0.93614 0.20975  0.356
H30 3.25700 3.42078 -0.06506  0.034
Si2 2.05932 -0.79341 1.30779  -0.022
H31 2.02618 2.24884 3.46273  0.008
H32 5.57929 -3.60461 1.99707  0.024
Si3 3.36654 -2.74789 1.19531  0.298
C19 -6.64899 -0.97788 -3.91455  -0.044
H33 2.58542 -3.42935 -1.07424  0.006
C20 -4.56535 0.01437 -2.90511  -0.144
H34 2.46910 -3.87561 3.24028  0.014
Si4 1.71164 -0.23739 3.56755  0.338
H35 3.52742 -1.61894 4.57931  0.013
H36 0.99608 1.82321 4.83256  0.027
H37 -4.23701 4.73123 -2.37996  0.078
H38 5.77455 -2.03564 1.21545  0.007
Se2 -2.81789 -3.18593 -1.90225  -0.472
C21 -5.18374 -0.65687 -3.94865  -0.259
Te3 -0.00316 -1.85417 0.35284  0.207
H39 0.58989 -2.33813 4.31721  0.019
C22 -0.99175 2.59858 0.40890  -0.127
H40 3.06898 -5.07685 2.08893  0.025
H41 -7.20856 -0.21038 -3.38033  0.080

Its strongest force on any atom is 0.9 eV Å⁻¹. The calculation puts the frontier orbital gap at 6.06 eV. Its total charge is -1. The value obtained for the energy relative to the best compared isomer or geometry (same formula, charge and spin) is 89.5 kJ/mol.


Record 2
A molecular structure, C22H41Cl13NbO. Source: the OMol25 dataset; level of theory: ωB97M-V/def2-TZVPD.

Each line ends with the Löwdin charge.
Atoms and positions in Å:
H1 3.75211 1.45774 7.60701  0.066
H2 -2.26132 -2.46746 3.36686  0.064
C1 -5.35021 -0.29488 -7.21029  -0.059
C2 -4.61105 -0.29068 -5.85376  -0.539
C3 8.91439 0.79244 9.73935  -0.672
O1 -3.27506 0.13033 -6.07392  -0.171
H3 1.85385 5.16586 5.23230  0.067
H4 10.46458 0.35815 11.13473  0.072
C4 0.57831 2.74842 -4.51951  -0.127
H5 -5.62428 -2.02837 -5.17304  0.025
Nb1 -3.78510 -1.79001 -3.11753  0.800
H6 1.51201 3.03423 -4.06353  0.030
H7 -5.42036 -1.53648 -2.24775  -0.169
Cl1 6.31658 3.17332 9.63461  0.545
Cl2 2.96143 3.15109 9.02259  0.525
H8 -5.71391 0.69122 -7.49748  0.064
C5 1.12508 1.62764 -0.90760  -0.631
C6 -3.11769 1.51605 -6.27884  -0.198
C7 4.22727 2.30876 8.09120  -0.678
H9 -2.48980 -4.13131 2.80697  0.060
H10 -6.13694 -1.04004 -7.23895  0.066
H11 -3.04858 1.70960 -7.35709  0.125
H12 -4.10297 -2.34658 -5.95380  0.035
H13 0.58827 1.55710 -1.85105  0.059
H14 -4.53990 -8.57788 -3.44364  0.063
H15 9.12707 1.85838 9.77708  0.059
C8 -1.28158 -2.89999 1.52032  -0.683
H16 8.06619 0.58747 10.38676  0.062
H17 -3.96235 2.09523 -5.90452  0.122
Cl3 3.31705 2.30372 -2.37504  0.564
H18 1.47742 1.29224 -5.83067  0.096
H19 -0.69045 0.60351 -6.81936  0.115
C9 2.59175 1.32025 -1.07737  -0.639
H20 3.15283 1.50112 -0.16408  0.063
Cl4 -3.99181 -2.63018 1.79597  0.529
Cl5 -3.25368 0.55643 -2.75070  -0.161
C10 1.45883 4.47885 3.22791  -0.680
C11 -4.58956 -1.67903 -5.24038  -0.376
Cl6 -1.35614 -4.02679 0.15224  0.518
H21 -5.95441 -7.65260 -5.16925  0.063
H22 4.98410 1.23561 9.79800  0.072
H23 6.04302 1.21819 8.37847  0.002
H24 -0.33891 -3.07867 2.03738  0.064
H25 1.05084 5.41528 2.85171  0.075
H26 -4.31552 -7.03585 -5.42598  0.065
H27 -5.62047 -7.39786 -2.68478  0.065
C12 5.35437 1.82555 8.96317  -0.668
C13 -1.81036 2.93812 -4.65859  -0.084
H28 4.58142 2.99026 7.32262  0.066
C14 1.26631 4.40878 4.71970  -0.655
Cl7 0.86469 3.26910 -0.25437  0.547
C15 -4.79655 -7.52049 -3.38340  -0.681
H29 10.94330 0.13075 9.44688  0.067
Cl8 1.73031 2.82109 5.38686  0.542
H30 0.21544 4.55871 4.96012  0.073
H31 -4.21488 -3.52031 -3.17285  -0.183
C16 -0.60612 3.33385 -4.09119  -0.093
Cl9 8.42575 0.42215 8.06360  0.572
Cl10 9.79424 -1.73359 10.31201  0.536
H32 -2.94148 -2.28882 -1.57900  -0.189
Cl11 -5.80357 -5.35697 -4.71960  0.535
H33 2.70890 0.27676 -1.36368  0.076
H34 -1.27573 -1.89056 1.11446  0.063
C17 -2.42067 -3.09373 2.48962  -0.683
Cl12 -3.38258 -6.67526 -2.71514  0.534
H35 -4.61335 -0.58722 -7.95884  0.079
Cl13 3.18002 4.43884 2.76886  0.527
C18 10.13111 0.01054 10.15868  -0.665
C19 0.56496 1.76630 -5.50309  -0.080
C20 -1.83122 1.96815 -5.65206  -0.219
C21 -5.17080 -7.01846 -4.75497  -0.678
H36 -2.73988 3.36329 -4.31347  0.101
H37 -0.58312 4.07775 -3.31030  0.092
H38 0.96345 3.65632 2.71904  0.037
H39 0.68190 0.92823 -0.20160  0.074
H40 -5.15119 0.40109 -5.19985  0.109
C22 -0.63785 1.37818 -6.07085  -0.027
H41 -2.15775 -2.26196 -3.85430  -0.146

Its strongest force on any atom is 3.3 eV Å⁻¹. The calculation puts the frontier orbital gap at 6.26 eV. Its total charge is -1.


Record 3
A molecular structure, C22H41ClNOP3W. Source: the OMol25 dataset; level of theory: ωB97M-V/def2-TZVPD.

Each line ends with the Löwdin charge.
Atoms and positions in Å:
H1 -3.06009 -2.36961 -6.25119  0.171
C1 -2.63714 1.94385 -0.89270  -0.191
H2 3.71580 1.36750 -0.17002  0.025
W1 0.18667 0.55745 0.45469  0.899
H3 3.94709 0.37459 3.02956  0.085
H4 -3.30151 -1.67615 3.57932  0.139
C2 -2.56405 -2.43685 -5.27923  0.141
H5 2.62791 3.07479 1.26300  0.051
H6 2.95932 2.07654 -1.61361  0.065
Cl1 -2.18786 2.78678 5.16053  0.824
H7 1.62847 -2.38160 -0.57997  0.026
C3 3.37858 0.00032 2.16617  -0.216
C4 -0.74453 3.96635 -0.23500  -0.193
C5 -0.93176 -3.52531 -3.85701  0.143
H8 -0.20008 -4.31116 -3.67157  0.163
H9 2.20510 0.61634 4.49322  0.091
C6 0.35634 -4.08190 2.31714  -0.063
H10 1.61275 3.28539 2.71590  0.066
H11 -1.36462 -4.14640 -5.86472  0.160
H12 0.33254 2.10818 0.99554  -0.052
C7 1.59663 -0.20014 -2.87289  -0.218
H13 3.19062 -1.07090 2.31417  0.062
H14 -3.64070 -0.76789 -4.42494  0.150
C8 -2.77282 -0.74078 3.42747  0.019
H15 -3.13970 2.13270 0.06721  0.069
H16 0.21382 -4.63853 0.26869  0.047
C9 -2.23710 1.49091 4.03180  -0.624
C10 3.27800 1.13545 -1.14545  -0.201
C11 -1.92706 -0.61437 2.31915  -0.110
N1 -1.32352 0.55864 2.03413  -0.172
H17 -1.16100 2.61674 2.51518  0.106
H18 -0.15699 -3.69046 3.20453  0.053
C12 2.39436 2.66604 2.25510  -0.204
H19 0.85009 -0.40432 3.95182  0.065
C13 1.30114 0.59214 3.86394  -0.191
H20 4.04453 0.67303 -1.78202  0.088
C14 -2.28052 -1.63581 -3.01431  0.091
P1 1.77729 0.92657 2.11956  0.721
H21 3.29824 2.70444 2.88020  0.085
H22 -1.03764 3.27501 -2.86448  0.079
H23 0.58611 1.33668 4.23618  0.048
C15 -0.41758 2.43776 -2.51802  -0.221
H24 -2.86305 0.92421 -1.23298  0.027
H25 3.02955 -1.69096 0.29029  0.034
C16 -2.89516 -1.54516 -4.24594  0.032
H26 -1.74237 -1.44201 1.63504  0.103
H27 0.63975 2.69771 -2.64714  0.060
H28 -1.40354 -4.28726 1.12520  0.051
O1 -0.38910 -2.43613 -1.80174  0.092
H29 -3.00593 2.64854 -1.65400  0.088
H30 -1.14624 4.55744 -1.06698  0.078
P2 1.84591 -0.01971 -1.07319  0.640
H31 -1.33553 4.13610 0.67289  0.065
C17 2.46979 -1.68020 -0.64957  -0.209
H32 1.44379 -4.20576 2.38399  0.062
P3 -0.82529 2.19489 -0.74482  0.663
H33 3.98337 0.13631 1.26368  0.039
H34 3.12912 -2.00615 -1.46512  0.086
H35 -2.52049 -0.93914 -2.21265  0.108
H36 2.52060 -0.63065 -3.28476  0.086
H37 0.29713 4.26012 -0.05225  0.068
C18 -0.31417 -4.36564 1.18790  -0.087
H38 -0.66104 1.54536 -3.10579  0.046
H39 1.39965 0.76270 -3.35436  0.042
C19 -1.56319 1.64726 2.81987  -0.173
H40 -3.55751 0.27467 5.20054  0.150
C20 -1.16405 -2.55207 -2.79377  -0.302
C21 -2.93754 0.32203 4.30891  0.008
H41 0.76441 -0.88825 -3.06520  0.023
C22 -1.59402 -3.43027 -5.06511  0.045

Its strongest force on any atom is 5.4 eV Å⁻¹. Its multiplicity is 3. The calculation puts the frontier orbital gap (spin up / spin down) at 4.24 / 4.24 eV. Its total charge is +4. The value obtained for the energy relative to the best compared isomer or geometry (same formula, charge and spin) is 8.2 kJ/mol.